Molecular formula: C17H12NiO3PS4
Method: DFT, ωB97M-V/def2-TZVPD

Computed properties:
* gap between HOMO and LUMO (alpha / beta): 6.461 / 6.569 eV
* spin multiplicity: 3
* ⟨S²⟩: 2.011
* charge: -1
* E_HOMO (alpha / beta): -0.1469 / -0.1514 Eh

Element x y z (Å)
Ni (1.9779, -0.8266, 0.9407)
S (3.8937, -0.8192, -0.2483)
S (5.0364, -2.9906, -2.0016)
S (1.2075, -2.7678, 0.0340)
S (2.6680, -4.6907, -1.7637)
P (0.2058, 0.6949, 0.8044)
O (0.6437, 0.2909, 4.6492)
O (4.8009, -5.3431, -3.1695)
O (1.5366, -0.6896, 2.8481)
C (-1.7828, -0.5292, -0.7286)
C (0.6513, 2.4868, -1.2621)
C (2.6379, -3.1659, -0.8988)
C (0.3586, 3.5890, -2.0597)
C (-2.8329, -1.4035, -0.9564)
C (3.7196, -2.3924, -1.0102)
C (-0.7606, 4.3607, -1.7889)
C (-1.8015, -1.1030, 1.6022)
C (-2.8522, -1.9836, 1.3725)
C (-1.3062, 2.9316, 0.0679)
C (-0.1787, 2.1539, -0.1966)
C (-1.5928, 4.0317, -0.7231)
C (-1.2652, -0.3626, 0.5539)
C (4.2594, -4.4929, -2.5002)
C (0.0675, 1.1942, 2.5424)
C (-3.3720, -2.1335, 0.0961)
C (0.7949, 0.1895, 3.4452)
H (-4.1838, -2.8277, -0.0819)
H (1.0064, 3.8402, -2.8895)
H (0.5491, 2.1644, 2.6797)
H (-2.4696, 4.6315, -0.5131)
H (-1.3576, 0.0196, -1.5611)
H (-3.2214, -1.5273, -1.9594)
H (-3.2523, -2.5610, 2.1963)
H (-1.9648, 2.6676, 0.8872)
H (-0.9687, 1.2891, 2.8664)
H (1.5268, 1.8806, -1.4671)
H (-1.3895, -1.0256, 2.6009)
H (-0.9895, 5.2199, -2.4070)

Atoms 1-3, force components in eV/Å:
0.17 -0.07 0.11
0.07 -0.12 -0.13
-0.04 0.08 -0.12

=====

Molecular formula: C17H13BCl48NO5P2S
Method: DFT, ωB97M-V/def2-TZVPD

Computed properties:
* gap between HOMO and LUMO: 6.684 eV
* charge: -1
* E_HOMO: -0.2078 Eh

Element x y z (Å)
Cl (-5.9913, 0.5748, 2.1905)
Cl (0.8241, 10.4943, 2.3429)
Cl (13.8545, -5.0061, 3.6386)
Cl (12.3402, -1.5574, -0.1511)
Cl (3.1654, -8.3051, -4.4721)
Cl (7.3278, 0.3118, 1.1233)
Cl (4.3323, -6.1075, -3.0132)
Cl (1.2704, 9.2355, -0.2126)
Cl (3.7900, -8.6012, -1.6666)
Cl (-1.0180, 6.4820, -0.7503)
Cl (-2.2346, 4.3153, -2.2232)
Cl (0.3668, 7.6655, 2.0259)
Cl (-5.2843, 3.3602, 2.5170)
Cl (0.0474, -10.5465, -4.4657)
Cl (-8.0866, 2.4794, 9.3344)
Cl (-10.7332, 1.9067, 6.0128)
Cl (3.0548, 8.7024, 1.9872)
Cl (2.0780, 1.7082, 1.2966)
Cl (11.1903, -5.1796, 4.7320)
Cl (-2.3416, -9.7652, -5.8784)
Cl (-3.2201, 1.3730, 2.2596)
Cl (11.9372, -2.9157, 3.1037)
Cl (-7.1837, 6.9463, 0.5783)
Cl (-1.3967, 3.9240, 0.5084)
Cl (4.9112, 1.5638, 0.1843)
Cl (-0.2457, 1.7586, 2.9987)
Cl (7.4682, 2.8182, -0.3007)
Cl (-7.1349, 6.0207, 3.2990)
Cl (-8.8429, 4.7184, 1.3553)
Cl (-0.6151, -7.7552, -4.7330)
Cl (11.6093, -5.5068, 1.8989)
Cl (2.2774, 0.8462, 4.0385)
Cl (6.7562, 0.3949, -1.6957)
Cl (12.8254, 1.2490, 0.2388)
Cl (-4.8610, 2.0574, -0.0104)
Cl (11.0702, -0.1248, 2.0685)
Cl (-9.6230, 1.4916, 3.3903)
Cl (-3.6753, 5.5870, -0.0722)
Cl (-7.9732, 2.5877, 5.4832)
Cl (1.6210, -6.8839, -2.4900)
Cl (-9.2106, 4.6655, 7.8374)
Cl (-9.6806, 4.4722, 10.6755)
Cl (0.8694, -0.7719, 2.1069)
Cl (-10.0899, 4.1669, 4.3366)
Cl (0.2517, -9.2596, -7.0396)
Cl (-7.0564, 5.1483, 9.6890)
Cl (10.2388, 0.3307, -0.6437)
Cl (-9.4747, 7.3643, 2.2844)
S (3.2364, -0.4451, -2.1067)
P (-0.3936, -4.0247, -3.8879)
P (1.2821, -0.4487, -2.1031)
O (-1.3729, 0.1885, -5.8150)
O (0.3066, -3.3941, -0.4016)
O (-2.6620, -3.0837, -2.3766)
O (1.7416, -4.0293, -2.0705)
O (-0.8404, -5.3126, -3.3202)
N (0.6135, -1.5406, -3.1828)
C (-8.5092, 4.1924, 9.3825)
C (-1.7685, -1.3411, -0.7823)
C (1.3785, 9.0213, 1.5394)
C (6.6062, 1.2710, -0.1732)
C (0.2134, -1.0078, -4.4601)
C (0.7361, -3.4422, -1.5762)
C (-0.6630, -9.3165, -5.5204)
C (-8.1579, 6.2556, 1.8792)
C (-4.8399, 1.8332, 1.7425)
C (11.6218, -0.0389, 0.3751)
C (-2.0789, 5.0770, -0.6355)
C (1.2427, 0.8702, 2.6049)
C (12.1462, -4.6499, 3.3445)
C (3.2104, -7.4637, -2.9042)
C (-9.6023, 2.5387, 4.8100)
C (-0.1508, -2.7021, -2.6551)
C (-1.0921, -0.2313, -4.4902)
B (-1.5419, -2.3818, -1.9359)
H (0.1630, -1.7485, -5.2410)
H (0.8625, -4.1859, -4.4981)
H (-3.3227, -2.4608, -2.6821)
H (-1.0899, 0.6097, -3.8101)
H (0.8515, 0.8445, -2.4503)
H (-0.7050, 0.8281, -6.0682)
H (-1.2665, -3.5114, -4.8703)
H (-1.7817, -0.3232, -1.1656)
H (-1.9002, -0.9042, -4.2480)
H (-1.0391, -1.4379, -0.0002)
H (0.9956, -0.3281, -4.7902)
H (-2.7476, -1.5045, -0.3568)
H (0.8130, -0.7059, -0.8177)

Atoms 1-3, force components in eV/Å:
-0.05 0.00 0.04
-0.01 0.04 0.01
0.02 0.00 0.01

=====

Molecular formula: C17H13BF2N2O2Pt
Method: DFT, ωB97M-V/def2-TZVPD

Computed properties:
* gap between HOMO and LUMO (alpha / beta): 6.636 / 5.616 eV
* spin multiplicity: 3
* ⟨S²⟩: 2.042
* charge: 0
* E_HOMO (alpha / beta): -0.2302 / -0.3099 Eh

Element x y z (Å)
Pt (-1.3016, -1.8510, -0.3220)
F (-4.2111, -2.7421, -0.4224)
F (-2.7302, -4.4792, -0.2428)
O (-2.3666, -0.4735, 0.5433)
O (0.0915, -3.1623, -1.1520)
N (0.4146, 0.5759, 0.2772)
N (0.3092, -0.5796, -0.3332)
C (2.4460, -3.4689, -0.9007)
C (3.7278, -2.8737, -0.7804)
C (-2.8345, 3.0701, 0.5974)
C (0.8222, 3.0723, 1.3220)
C (3.8742, -1.4950, -0.5766)
C (2.7367, -0.6812, -0.5297)
C (-0.1245, 5.2361, 1.9431)
C (1.3610, -2.6454, -0.9677)
C (-0.4605, 2.6201, 0.9660)
C (1.4861, -1.2727, -0.6315)
C (-3.0909, 1.7491, 0.3438)
C (-0.1735, -4.2080, -2.1525)
C (-1.5811, 3.5301, 0.9941)
C (-0.7159, 1.2500, 0.5442)
C (-1.3588, 4.8528, 1.4724)
C (-2.0520, 0.7955, 0.4458)
C (0.9820, 4.3543, 1.8542)
B (-2.9062, -3.1321, -0.3667)
H (4.5919, -3.5289, -0.8070)
H (-0.7302, -4.9914, -1.6306)
H (1.9385, 4.6119, 2.2821)
H (1.6723, 2.4367, 1.1547)
H (0.7706, -4.5896, -2.5625)
H (4.8967, -1.0855, -0.4766)
H (-0.7597, -3.7330, -2.9388)
H (-0.0182, 6.2255, 2.4175)
H (-3.6277, 3.7907, 0.4092)
H (2.8545, 0.3762, -0.2303)
H (-2.1772, 5.5796, 1.4344)
H (2.2754, -4.5737, -0.9388)
H (-4.0311, 1.4398, -0.0390)

Atoms 1-3, force components in eV/Å:
-0.53 -0.83 -0.74
1.00 -0.52 -0.07
-0.36 0.44 -0.29

=====

Molecular formula: C17H13Br2F3NO3
Method: DFT, ωB97M-V/def2-TZVPD

Computed properties:
* SMILES string: COc1ccc([C@H](c2cc(Br)c([O-])c(Br)c2)N(C)C(=O)C(F)(F)F)cc1
* gap between HOMO and LUMO: 6.001 eV
* charge: -1
* E_HOMO: -0.1292 Eh

Element x y z (Å)
Br (0.3979, -4.4251, -3.4724)
Br (1.8971, 1.0771, -2.5672)
F (1.4034, -0.8335, 2.5158)
F (0.4315, 0.6555, 1.2708)
F (-0.0763, 0.5541, 3.3839)
O (-1.0082, -2.2433, 2.7258)
O (-6.2358, -5.2872, 0.0858)
O (2.0093, -1.7920, -3.7014)
N (-1.8938, -0.6886, 1.2070)
C (1.1103, -1.6864, -2.8564)
C (-4.7239, -3.8673, -1.2554)
C (-0.7863, -2.6616, -1.5542)
C (-4.9264, -3.6859, 1.1858)
C (0.2070, -2.8128, -2.4968)
C (-0.9255, -1.2305, 2.0595)
C (-5.3125, -4.2944, -0.0352)
C (-3.3031, -2.3275, 0.0039)
C (-2.9164, 0.1150, 1.9216)
C (-6.6162, -6.0523, -1.0786)
C (0.8087, -0.4139, -2.1555)
C (-2.2611, -1.1983, -0.0309)
C (-1.0602, -1.4287, -0.9662)
C (0.2213, -0.2213, 2.2980)
C (-0.2680, -0.3160, -1.3020)
C (-3.7575, -2.8759, -1.2053)
C (-3.9039, -2.7407, 1.1935)
H (-2.8292, -0.3740, -0.4950)
H (-7.1191, -5.4197, -1.8195)
H (-2.9520, -0.2151, 2.9632)
H (-5.0088, -4.3350, -2.2064)
H (-3.5435, -2.3330, 2.1363)
H (-7.3125, -6.7821, -0.6699)
H (-2.6589, 1.1783, 1.8831)
H (-3.3115, -2.5291, -2.1429)
H (-5.7507, -6.5578, -1.5235)
H (-3.8820, -0.0496, 1.4335)
H (-1.3723, -3.5332, -1.2878)
H (-0.4708, 0.6647, -0.8745)
H (-5.3969, -4.0112, 2.1131)

Atoms 1-3, force components in eV/Å:
0.07 0.00 0.14
-0.07 -0.01 0.03
-0.76 0.25 0.16

=====

Calculated energy in order - -4323.329027; -24281.481850; -1259.501122; -6383.746631 hartree